ORCA calculation (the ωB97M-V functional and the def2-TZVPD basis) on a molecular structure, B3H12Sn in a non-equilibrium geometry.

DFT total energy	-8045.2034	eV
total charge	-1
highest occupied orbital energy	-5.5	eV
HOMO-LUMO gap	5.196	eV

Last column: natural (NBO) charge in e.
Positions of all 16 atoms, in Å:
H  1.4676  -1.3949  0.8452  0.02
H  0.9530  0.1443  1.6864  0.00
H  -3.1649  1.3307  -1.4261  -0.06
H  3.3423  -0.6490  -0.2162  -0.01
H  -4.4394  0.8945  -0.3182  0.00
H  2.0269  0.3366  -0.6491  -0.12
B  -3.9629  0.6266  -1.2485  -0.77
H  0.0504  -1.3414  1.7711  -0.03
B  3.0519  0.3854  -0.3155  -0.69
H  -3.4664  -0.3282  -1.1706  -0.06
H  1.6435  -1.2418  2.5663  0.07
H  3.1211  0.8611  0.6505  -0.02
H  -4.6654  0.5094  -2.0591  0.01
B  1.0467  -0.9300  1.7232  -0.87
H  3.6999  0.8052  -1.0693  -0.04
Sn  -0.7044  -0.0088  -0.7700  1.58

ORCA calculation (the ωB97M-V functional and the def2-TZVPD basis) on a molecular structure, B4F16Tl in a non-equilibrium geometry.

DFT total energy	-50892.9751	eV
total charge	-1
highest occupied orbital energy	-9.6	eV
HOMO-LUMO gap	1.652	eV

Last column: natural (NBO) charge in e.
Positions of all 21 atoms, in Å:
B  3.4271  -2.0431  1.6267  1.32
B  -1.0027  1.9640  3.2624  1.29
F  -4.5631  3.6634  -2.9711  -0.44
F  2.1137  -4.9563  -3.4682  -0.49
B  -3.7859  3.9432  -1.7864  1.32
F  -0.2614  2.4812  2.2304  -0.49
F  0.3378  -3.6848  -3.6069  -0.49
F  2.2431  -2.7878  -2.9094  -0.45
F  -0.3727  0.9707  3.9048  -0.41
F  -2.0993  1.3623  2.6929  -0.39
F  4.1371  -1.6610  2.8179  -0.46
F  3.9122  -3.1372  1.0339  -0.43
F  1.1360  -3.9866  -1.4832  -0.44
B  1.4720  -3.9141  -2.8472  1.31
F  -1.5204  2.9112  4.1372  -0.45
F  -3.1585  2.8154  -1.2408  -0.50
F  2.0083  -2.2123  1.8335  -0.44
F  -2.8506  4.9154  -2.1268  -0.47
Tl  -0.1130  -0.0674  -0.9278  0.99
F  -4.6580  4.4495  -0.9182  -0.45
F  3.5982  -1.0255  0.7464  -0.43

ORCA calculation (the ωB97M-V functional and the def2-TZVPD basis) on a molecular structure, B4H16Mg in a non-equilibrium geometry.

DFT total energy	-8405.7147	eV
total charge	-2
highest occupied orbital energy	-1.7	eV
HOMO-LUMO gap	7.510	eV

Last column: natural (NBO) charge in e.
Positions of all 21 atoms, in Å:
H  0.5390  1.5602  -0.9015  -0.04
H  2.2630  -1.7679  -1.3576  -0.05
H  -0.1534  2.4332  -2.4286  -0.02
H  -0.5385  0.6313  -2.0404  -0.02
H  -1.9988  -0.1590  0.7119  -0.04
H  0.1504  -0.3109  1.8856  0.01
H  -0.8589  -1.6385  0.8133  0.02
H  -1.5033  -1.1496  -0.7529  -0.04
B  0.5288  0.7501  1.8105  -0.91
B  1.6363  -1.1581  -0.5819  -0.75
H  -0.3154  1.4381  1.5004  -0.05
H  2.3030  -0.2834  -0.2293  -0.02
H  1.4428  -1.8661  0.3208  -0.02
H  1.3876  0.8441  1.0884  0.01
B  -1.7871  -1.2027  0.3357  -0.87
Mg  -0.2814  0.2034  -0.1045  1.81
H  0.6111  -0.9172  -1.0064  -0.12
H  0.8684  1.0343  2.8872  -0.01
H  -2.7121  -1.8680  0.5601  -0.02
H  -1.2401  1.7745  -0.9160  -0.04
B  -0.3415  1.6520  -1.5947  -0.83

ORCA calculation (the ωB97M-V functional and the def2-TZVPD basis) on a molecular structure, B5CrF20 in a non-equilibrium geometry.

DFT total energy	-86185.5119	eV
total charge	-2
spin multiplicity	4
expectation value of S²	3.7616
highest occupied orbital energy (alpha / beta)	-6.6 / -6.6	eV
HOMO-LUMO gap (alpha / beta)	9.294 / 11.137	eV

Last column: natural (NBO) charge in e.
Positions of all 26 atoms, in Å:
F  -0.9538  0.2225  1.9025  -0.45
F  1.2238  -1.5101  -0.8398  -0.50
F  2.0713  -0.8625  -2.7490  -0.53
F  -2.0993  2.0658  1.6923  -0.55
F  1.3342  1.3874  3.0457  -0.55
B  2.1934  -0.7793  -1.4037  1.32
F  2.9658  1.7343  1.5152  -0.54
F  0.3089  1.7239  -3.2304  -0.56
F  -2.3162  -2.4123  1.0509  -0.56
F  1.5299  -0.1113  1.5178  -0.49
F  -1.1231  -1.8495  -0.6221  -0.48
F  -2.0030  0.5855  0.0536  -0.44
B  1.6839  1.2419  1.7160  1.34
F  3.4051  -1.0307  -0.8048  -0.54
F  -0.0802  -2.0592  1.1654  -0.51
F  0.6988  1.7079  0.8607  -0.44
B  -2.1036  0.6991  1.4136  1.31
Cr  -0.0567  -0.0192  0.0718  1.60
F  1.7112  0.3458  -0.8956  -0.47
F  -0.4599  0.1681  -1.9704  -0.45
B  -0.6089  1.4966  -2.2339  1.30
F  -3.1969  -0.0595  1.8568  -0.53
F  -1.8610  1.7317  -2.6578  -0.55
F  -0.3692  2.2411  -1.1421  -0.52
B  -1.0758  -2.6616  0.4651  1.32
F  -0.8187  -3.9965  0.2223  -0.55

ORCA calculation (the ωB97M-V functional and the def2-TZVPD basis) on a molecular structure, BCl3CrH4 in a non-equilibrium geometry.

DFT total energy	-66730.0911	eV
total charge	-1
spin multiplicity	6
expectation value of S²	8.7696
highest occupied orbital energy (alpha / beta)	-5.7 / -6.4	eV
HOMO-LUMO gap (alpha / beta)	8.657 / 4.042	eV

Last column: natural (NBO) charge in e.
Positions of all 9 atoms, in Å:
Cl  -1.8162  -2.0251  -1.3816  -0.26
Cl  -1.1795  -0.8553  2.5736  -0.69
Cr  -1.0249  -0.2321  0.2589  1.22
H  1.3674  0.2313  0.8460  0.02
Cl  -2.3976  1.8282  -0.2615  -0.46
H  2.2804  0.2147  -0.6506  0.03
H  0.7393  1.1446  -0.5463  0.00
B  1.2887  0.2717  -0.2293  -0.82
H  0.7425  -0.5778  -0.6093  -0.03

ORCA calculation (the ωB97M-V functional and the def2-TZVPD basis) on a molecular structure, BCsH4 in a non-equilibrium geometry.

DFT total energy	-1277.6279	eV
total charge	+1
spin multiplicity	2
expectation value of S²	0.7531
highest occupied orbital energy (alpha / beta)	-16.9 / -16.4	eV
HOMO-LUMO gap (alpha / beta)	13.061 / 7.361	eV

Last column: natural (NBO) charge in e.
Positions of all 6 atoms, in Å:
B  0.1701  0.0640  -0.5272  -0.44
H  0.2851  0.5698  0.4189  -0.07
H  -0.1269  0.7766  -1.2811  0.31
H  1.1000  -0.3952  -0.8248  0.16
Cs  -0.8032  -0.3529  2.6743  1.00
H  -0.6250  -0.6623  -0.4601  0.05

ORCA calculation (the ωB97M-V functional and the def2-TZVPD basis) on a molecular structure, BCuH22O9 in a non-equilibrium geometry.

DFT total energy	-64090.1290	eV
total charge	+1
spin multiplicity	2
expectation value of S²	0.7540
highest occupied orbital energy (alpha / beta)	-12.8 / -12.8	eV
HOMO-LUMO gap (alpha / beta)	7.567 / 4.189	eV

Last column: natural (NBO) charge in e.
Positions of all 33 atoms, in Å:
H  -0.9585  3.2845  -1.6014  0.47
O  2.3956  1.6994  -2.2623  -0.97
O  -2.4672  -1.3023  -3.3969  -0.96
H  4.0444  -1.5457  -0.4709  0.49
H  -0.6207  0.7882  0.8211  0.07
H  -0.9186  1.3922  3.9555  0.51
H  -2.1561  -1.7136  -4.2084  0.47
H  0.2555  -3.0235  -1.5784  0.48
H  0.7751  -2.8092  3.0246  0.52
H  -0.0655  0.4226  -0.9372  0.17
H  1.6761  -1.7674  2.3337  0.54
O  -2.9179  0.1358  1.5547  -0.98
H  2.2247  2.5048  -2.7608  0.47
H  -3.2336  0.2209  0.6398  0.55
H  -1.1754  1.7828  -1.4436  0.46
H  -3.7000  0.2697  2.1103  0.52
O  3.3408  -1.0952  0.0108  -0.95
Cu  -1.0723  -0.7817  2.0757  1.57
O  -0.3828  0.9794  3.2648  -1.00
H  0.4871  1.3931  3.3444  0.52
O  -0.5355  -2.4890  -1.7027  -0.96
B  -0.3994  -0.0511  0.0551  -1.07
H  2.2550  1.9451  -1.3261  0.48
O  -1.6158  2.5910  -1.7266  -0.93
H  0.8397  1.4216  0.2110  0.49
O  0.7722  -1.9135  2.6582  -0.99
H  -1.3472  -0.6843  -0.1392  0.05
H  2.5294  -1.5205  -0.2847  0.46
H  2.1728  1.7251  0.9314  0.48
H  0.4528  -0.7194  0.4606  0.01
H  -1.8213  -1.5667  -2.7266  0.48
H  -0.3745  -1.6743  -1.1929  0.49
O  1.5410  2.1010  0.3067  -0.95

ORCA calculation (the ωB97M-V functional and the def2-TZVPD basis) on 8 unconnected molecules or ions with the total composition BF4H14O7 in a non-equilibrium geometry.

DFT total energy	-26115.3372	eV
total charge	-1
highest occupied orbital energy	-7.4	eV
HOMO-LUMO gap	10.367	eV

Last column: natural (NBO) charge in e.
Positions of all 26 atoms, in Å:
H  -0.1036  -1.7793  2.4922  0.48
H  2.2174  1.5587  2.8332  0.45
O  -1.2316  2.1017  -2.0848  -0.95
O  0.9354  -0.0473  -2.7548  -0.96
H  -2.8636  1.9047  0.2862  0.46
H  -1.5786  0.9587  0.5942  0.50
O  1.8334  0.8047  3.3002  -0.95
H  -2.5666  -2.7783  -1.7348  0.47
O  1.7724  2.4817  -0.5118  -0.98
O  -1.9316  -3.4793  -1.5758  -0.96
H  1.3074  0.7757  -2.9788  0.45
F  -0.1636  0.2577  0.4172  -0.56
H  1.5154  -0.2633  -2.0128  0.49
O  -0.7696  -1.8873  3.1582  -0.96
H  -1.0666  -2.7703  3.0412  0.45
B  0.6584  -0.7853  0.2052  1.34
H  1.1734  3.0407  -0.0328  0.47
H  -0.5276  1.5307  -1.8378  0.49
H  1.5684  1.5377  -0.3478  0.50
H  -1.1006  -3.0753  -1.4508  0.49
F  -0.0346  -1.7863  -0.4088  -0.55
O  -2.5256  1.1117  0.7202  -0.99
F  1.7944  -0.2813  -0.4078  -0.56
H  1.9584  0.1167  2.6382  0.49
F  1.0874  -1.1793  1.4842  -0.57
H  -1.3586  1.9307  -3.0298  0.46

ORCA calculation (the ωB97M-V functional and the def2-TZVPD basis) on 12 unconnected molecules or ions with the total composition BF4H22O11 in a non-equilibrium geometry.

DFT total energy	-34428.4152	eV
spin multiplicity	2
expectation value of S²	0.7566
highest occupied orbital energy (alpha / beta)	-10.0 / -10.0	eV
HOMO-LUMO gap (alpha / beta)	9.804 / 2.307	eV

Last column: natural (NBO) charge in e.
Positions of all 38 atoms, in Å:
H  0.2312  -0.1508  2.4571  0.48
H  0.1078  3.4738  -0.4234  0.51
H  -3.5477  1.7016  -0.7657  0.50
H  -1.4476  3.0010  1.9023  0.50
F  -1.5944  0.0997  0.7349  -0.54
O  0.9810  3.7392  -0.7121  -0.35
F  -0.3150  1.1771  -0.6543  -0.58
H  0.5005  0.3021  -2.0935  0.48
H  -2.5992  -2.3534  -0.9345  0.47
H  3.0277  -1.0958  0.9788  0.50
O  -2.7867  2.2786  -0.7026  -0.97
O  3.1958  2.4853  0.6103  -0.97
H  -3.6098  -3.4750  -0.8225  0.47
O  -3.5193  -1.3098  1.7044  -0.97
O  -1.3929  3.6324  1.1850  -0.81
H  1.7746  0.9504  -2.5916  0.46
O  3.5010  -0.7069  1.7144  -0.97
H  1.5774  3.1645  -0.2323  0.52
B  -0.5259  -0.0738  -0.0887  1.32
H  4.0676  2.4460  0.2170  0.49
O  -0.1227  -0.4336  3.3003  -0.95
H  -0.0382  -3.1820  -2.8541  0.47
H  -0.1623  -2.5815  -1.4700  0.48
H  -3.8630  -1.8579  0.9989  0.47
H  -2.0372  1.6843  -0.6664  0.49
O  -2.9269  -3.0195  -0.3302  -0.94
F  0.6736  -0.3367  0.5886  -0.56
O  1.1030  0.3141  -2.8371  -0.89
O  0.3285  -3.2326  -1.9714  -0.96
H  2.9395  1.5694  0.7177  0.51
H  3.1421  -2.8953  -0.7785  0.47
H  -0.0938  -1.3897  3.2642  0.47
H  1.7682  -2.2694  -0.8906  0.49
O  2.7008  -2.0539  -0.8952  -0.96
H  -2.7261  -0.9178  1.3390  0.47
H  4.4158  -0.9451  1.5640  0.46
H  -1.9490  3.2644  0.4983  0.50
F  -0.7783  -1.0035  -1.0604  -0.56

ORCA calculation (the ωB97M-V functional and the def2-TZVPD basis) on a molecular structure, BF4H4O2Sn in a non-equilibrium geometry.

DFT total energy	-21533.1789	eV
total charge	+1
highest occupied orbital energy	-14.1	eV
HOMO-LUMO gap	5.801	eV

Last column: natural (NBO) charge in e.
Positions of all 12 atoms, in Å:
B  15.8408  0.7903  -11.1267  1.29
F  15.1275  -0.2029  -10.6418  -0.56
F  17.0873  0.3319  -11.4930  -0.56
F  15.2638  1.2476  -12.2392  -0.55
O  14.2492  -3.5617  -10.5433  -1.00
H  10.6187  0.1140  -11.5923  0.51
Sn  13.6557  -1.6113  -12.7414  1.85
H  14.4108  -3.3027  -9.6360  0.52
F  16.0545  1.8457  -10.2532  -0.54
H  14.1322  -4.5110  -10.5046  0.51
O  11.5397  0.2778  -11.7951  -1.00
H  11.6616  1.2111  -11.6206  0.52